1.
The following is a DFT calculation (ωB97M-V/def2-TZVPD) of 10 unconnected molecules or ions with the total composition C14H48O10.

Geometry as XYZ:
```
72
Properties=species:S:1:pos:R:3:forces:R:3
O 20.6158 1.6345 -20.8309 0.20 0.05 0.14
H 20.6523 1.5551 -21.7841 0.04 -0.03 -0.24
H 19.6808 1.6358 -20.6259 -0.25 -0.04 0.11
O 16.5077 -0.9641 -19.2435 -0.06 0.04 -0.27
H 16.5805 -0.3572 -18.5070 0.05 0.23 0.25
H 16.6502 -1.8283 -18.8573 0.04 -0.22 0.06
O 17.4413 -2.8915 -9.5126 -0.21 0.05 0.12
H 17.5032 -3.7134 -9.9993 -0.02 -0.22 -0.09
H 18.2005 -2.3845 -9.8003 0.26 0.21 -0.02
C 20.9884 1.4374 -8.7226 0.06 -0.56 -0.49
C 21.5506 0.7426 -9.9737 1.22 1.05 1.23
O 21.0748 -0.5607 -10.1044 -0.25 -0.71 -0.26
H 21.2850 0.8790 -7.8347 0.01 -0.38 -0.13
H 19.8984 1.4430 -8.7233 0.03 0.50 -0.06
H 21.4730 2.4012 -8.5669 -0.48 0.27 -0.35
H 22.6202 0.6934 -9.7698 0.44 -0.04 0.02
H 21.5228 1.2420 -10.9421 -0.75 0.65 0.13
H 21.7147 -0.9075 -10.7304 -0.33 -0.81 -0.10
C 13.4356 -4.2628 -17.5811 0.06 -0.05 -1.73
C 12.6668 -5.5352 -17.3497 0.70 -0.68 0.72
O 11.3242 -5.1994 -17.3640 -1.67 0.54 0.01
H 13.3130 -3.4834 -16.8291 0.22 -0.34 0.10
H 13.0412 -3.8836 -18.5238 -0.54 0.45 0.06
H 14.4495 -4.4238 -17.9474 0.41 -0.17 0.96
H 12.8997 -6.0146 -16.3989 0.34 0.10 0.33
H 12.8354 -6.3148 -18.0925 0.51 0.17 -0.44
H 10.7940 -5.9454 -17.0744 -0.01 -0.02 -0.01
C 16.3494 1.0583 -13.7257 -0.08 -0.15 0.06
C 17.6230 0.6312 -14.4161 -1.07 1.11 0.59
O 17.6133 1.2943 -15.7269 0.83 -1.60 0.97
H 16.2995 0.5945 -12.7405 -0.33 -0.18 -0.02
H 15.5807 0.6996 -14.4103 -0.54 0.23 0.51
H 16.2634 2.1332 -13.5668 0.04 0.07 -0.21
H 17.5352 -0.4549 -14.3890 0.39 -0.07 -1.38
H 18.4408 0.8319 -13.7241 0.70 0.51 -0.69
H 17.7206 2.2348 -15.5671 0.02 0.05 0.14
C 13.7791 5.8055 -16.7421 -0.82 0.80 0.20
C 13.4747 4.6184 -17.6045 0.68 -0.19 0.26
O 12.2025 4.7522 -18.1442 -1.02 0.52 -0.96
H 12.9519 5.9763 -16.0530 0.42 -0.65 0.95
H 13.6626 6.7663 -17.2435 0.52 -0.17 -0.93
H 14.7928 5.7573 -16.3443 -0.32 -0.02 0.47
H 13.4331 3.6722 -17.0649 0.76 -0.01 0.50
H 14.2699 4.5755 -18.3488 -0.03 -0.29 -0.44
H 12.0662 4.0239 -18.7547 -0.18 0.02 -0.05
C 18.1580 6.9036 -20.7100 0.78 0.93 -0.80
C 19.3747 6.9661 -19.8177 0.57 -2.88 0.17
O 19.2575 7.9429 -18.9022 -1.12 3.95 1.92
H 18.2373 6.1637 -21.5064 -0.02 -0.48 0.45
H 18.2182 7.8276 -21.2850 -0.62 0.36 0.09
H 17.2211 6.8406 -20.1563 0.15 -0.05 -0.07
H 20.3301 7.0776 -20.3305 -0.09 -0.33 -0.67
H 19.4137 6.1025 -19.1538 0.29 -1.25 -0.84
H 20.0215 8.0492 -18.3307 0.04 -0.27 -0.25
C 15.5487 5.8861 -9.9994 -0.08 -1.01 0.68
C 15.3330 6.7294 -8.7550 -0.11 0.17 -0.22
O 14.4266 7.7270 -9.1453 -0.44 1.19 -0.46
H 15.6909 6.4617 -10.9139 -0.01 0.22 0.29
H 14.6851 5.2317 -10.1177 -0.10 0.09 -0.28
H 16.3979 5.2169 -9.8609 0.15 0.03 -0.05
H 16.2726 7.1424 -8.3879 0.17 0.17 -0.04
H 14.8366 6.2374 -7.9185 0.44 -0.86 -0.01
H 14.3704 8.4127 -8.4758 -0.02 -0.02 0.08
C 13.5853 0.3012 -7.6576 0.18 -0.20 0.02
C 14.4685 0.2787 -6.3809 -1.77 -1.50 -1.63
O 13.7575 0.9615 -5.4036 -0.27 1.31 0.79
H 14.0142 -0.3694 -8.4021 0.58 0.55 -0.35
H 13.4488 1.3340 -7.9784 0.32 -0.07 -0.39
H 12.5783 -0.1152 -7.6330 -0.12 0.02 1.09
H 15.4428 0.6496 -6.6989 0.15 0.25 0.59
H 14.4984 -0.7655 -6.0695 0.74 -0.22 -0.04
H 14.2939 1.2143 -4.6486 0.20 -0.14 -0.06
```
Forces are in eV/Å.

* highest occupied orbital energy: -9.88 eV
* spin multiplicity: 1
* structure (SMILES): CCO.CCO.CCO.CCO.CCO.CCO.CCO.O.O.O
* net charge: 0
* relative energy (zero: lowest compared OMol25 entry of this formula, charge and spin): 387.24 kJ/mol
* orbital gap: 10.047 eV
* E: -1314.41134 Ha

=====

2.
The following is a DFT calculation (ωB97M-V/def2-TZVPD) of 12 unconnected molecules or ions with the total composition C14H48O17.

Geometry as XYZ:
```
79
Properties=species:S:1:pos:R:3:forces:R:3
C -1.3775 3.2391 -3.8671 -0.10 -0.31 0.45
C -1.9714 2.1793 -2.9411 0.30 1.02 0.16
O -1.0180 1.1346 -2.7420 -0.37 -0.24 0.32
C -1.0531 0.1133 -3.6677 -0.48 0.75 -0.43
O -1.1728 -1.1790 -3.0789 -0.16 0.20 -0.92
C -0.0983 -1.5514 -2.3924 0.17 -1.33 -0.76
O 0.4142 -0.9497 -1.5289 0.93 1.64 1.98
O 0.3592 -2.7477 -2.7923 -0.82 -0.49 -0.29
C 0.7030 -3.6008 -1.6985 -0.33 -0.85 0.44
C -0.5006 -3.9670 -0.7950 0.49 0.22 0.37
C -0.2111 -3.8180 0.7073 -0.39 -0.13 0.07
C -0.9360 -2.6214 1.3030 0.30 0.58 -0.05
C -0.5677 -2.3498 2.7689 0.45 -0.38 -0.68
C 0.3357 -1.1323 2.9489 -0.87 -0.21 1.05
C 1.0528 -1.2305 4.2956 0.52 0.30 -0.46
C 1.8133 0.0734 4.6026 -1.11 -1.19 -0.45
O 3.1828 -0.2334 4.8713 -0.40 0.05 0.59
C 4.0092 0.8179 4.8163 1.65 -1.05 0.85
C 5.3366 0.5911 5.4889 -0.10 -0.31 -0.21
O 3.7694 1.8356 4.2715 -1.10 2.01 -1.04
H -0.6789 3.8254 -3.2760 0.29 0.01 -0.09
H -0.8303 2.7538 -4.6694 -0.04 0.14 -0.27
H -2.1192 3.9333 -4.2426 -0.16 -0.08 -0.17
H -2.9626 1.8399 -3.2467 0.13 -0.48 -0.26
H -2.0975 2.6425 -1.9682 -0.11 -0.09 0.23
H -1.9214 0.2212 -4.3133 -0.26 -0.18 0.01
H -0.1823 0.1619 -4.3221 0.40 -0.33 0.23
H 1.5366 -3.2405 -1.1048 0.02 0.54 -0.06
H 1.0444 -4.5238 -2.1434 0.23 -0.03 -0.36
H -1.3890 -3.3683 -1.0041 0.08 0.17 -0.35
H -0.7615 -4.9989 -0.9819 -0.15 -0.19 -0.21
H 0.8578 -3.7597 0.9191 0.14 0.13 -0.13
H -0.5737 -4.7059 1.2178 0.00 -0.16 0.12
H -2.0052 -2.7497 1.1691 -0.21 -0.16 0.07
H -0.6655 -1.7456 0.7068 -0.05 0.13 -0.02
H -0.0189 -3.2282 3.1204 -0.06 -0.11 0.20
H -1.4497 -2.2599 3.3935 -0.16 0.07 0.14
H -0.3119 -0.2490 2.9779 0.26 0.08 -0.37
H 1.0606 -1.0406 2.1448 0.08 0.05 -0.18
H 0.3506 -1.4684 5.0887 -0.19 0.00 0.11
H 1.7467 -2.0683 4.2357 0.21 -0.01 0.16
H 1.6929 0.7096 3.7371 0.42 0.38 -0.07
H 1.3140 0.5447 5.4484 0.47 0.33 0.23
H 5.8434 -0.2379 5.0009 0.04 -0.24 0.20
H 5.9425 1.4736 5.3447 0.05 0.18 0.05
H 5.2255 0.3902 6.5529 0.02 -0.17 -0.10
O -0.1826 3.2340 -0.3109 0.02 -0.15 0.03
H -0.0020 2.3637 -0.6914 0.00 0.04 -0.07
H 0.0373 3.1327 0.6224 -0.05 -0.04 -0.05
O 1.3235 -6.2338 -0.3643 0.17 -0.43 0.02
H 1.4902 -7.1015 -0.7507 0.06 0.06 0.03
H 1.5544 -6.3533 0.5644 -0.07 0.14 -0.02
O -3.0909 -5.1215 1.0566 -0.12 -0.15 -0.10
H -3.2472 -4.8936 0.1329 0.03 0.02 0.06
H -3.2291 -6.0745 1.0908 0.00 0.06 0.03
O 0.0247 4.9465 -6.0362 0.11 0.15 -0.20
H 0.3515 4.7331 -6.9173 -0.03 -0.01 0.06
H 0.6521 5.5969 -5.7013 -0.05 -0.06 0.04
O 3.8531 0.3423 8.6311 -0.01 0.14 -0.04
H 3.2475 0.3858 7.8822 0.01 -0.09 0.04
H 4.0979 1.2607 8.7908 -0.01 -0.06 0.02
O -4.0082 5.2305 -4.0907 -0.12 -0.20 0.39
H -4.6216 5.1359 -4.8258 0.13 0.16 -0.04
H -3.8712 6.1814 -4.0356 -0.04 -0.05 -0.11
O -4.1871 6.8527 -6.3436 0.11 0.02 -0.39
H -3.2607 6.7152 -6.5747 -0.04 -0.06 0.13
H -4.6784 6.5429 -7.1176 -0.17 0.21 0.04
O -1.7109 1.6156 2.0677 -0.09 0.11 0.00
H -2.1429 2.4264 2.3586 0.03 -0.05 -0.01
H -2.0606 1.4675 1.1810 0.10 0.00 0.01
O -0.6685 -6.5212 -3.4459 0.09 0.07 0.04
H -0.0023 -6.8591 -2.8387 -0.07 0.04 -0.02
H -0.4680 -5.5798 -3.5153 -0.07 -0.04 -0.03
O 7.7757 0.3302 7.4280 0.12 -0.03 0.16
H 7.4038 -0.1165 8.1972 -0.05 0.02 -0.08
H 8.7084 0.4397 7.6434 -0.06 0.01 -0.05
O -6.3667 7.2075 -8.2926 -0.06 0.08 0.02
H -6.1608 8.1399 -8.1582 0.04 -0.07 0.01
H -7.2777 7.1193 -7.9915 0.07 -0.07 -0.02
```
Forces are in eV/Å.

* highest occupied orbital energy: -9.81 eV
* spin multiplicity: 1
* structure (SMILES): CCOCOC(=O)OCCCCCCCCOC(C)=O.O.O.O.O.O.O.O.O.O.O.O
* net charge: 0
* relative energy (zero: lowest compared OMol25 entry of this formula, charge and spin): 0.00 kJ/mol
* orbital gap: 10.101 eV
* E: -1841.26672 Ha